32
Properties=species:S:1:pos:R:3 method="wB97M-V/def2-TZVPD" e_tot_ev=-20442.526 total_charge=+1 multiplicity=1 de_lowest_kj_mol=238.5
C 0.2309 0.2102 0.5956
C 0.9567 -0.6664 -0.4245
C 0.3276 -0.2220 2.0343
C 0.3855 -0.9135 -1.8041
C -3.3365 -0.7446 -0.4585
C 0.7380 2.0588 -1.0636
C 2.5678 1.3929 0.5156
C -1.2798 0.3754 0.2599
C -2.1636 -0.8108 0.5816
N 1.2002 1.1934 0.0127
P 2.4028 -1.6811 0.0739
H 1.3061 -0.1912 2.4365
H -0.0636 -1.2951 2.1858
H -0.2386 0.5451 2.6281
H 1.0736 -0.2640 -2.4284
H -0.6185 -0.5570 -1.6760
H 0.5175 -1.9670 -2.1883
H -3.8608 0.2671 -0.6383
H -4.1880 -1.4011 -0.1004
H -3.0172 -1.2371 -1.3042
H -0.0483 2.7217 -0.6661
H 1.5100 2.7512 -1.4142
H 0.3021 1.5384 -1.8460
H 3.1456 0.5224 0.3110
H 3.0375 2.2720 0.0004
H 2.6429 1.5029 1.5739
H -1.6348 1.2994 0.7713
H -1.3623 0.5571 -0.7495
H -1.7491 -1.7759 0.3721
H -2.4896 -0.7304 1.6920
H 1.9928 -2.8226 -0.4659
H 1.7131 -1.9280 1.1833